Record 1
The following is a DFT calculation (ωB97M-V/def2-TZVPD) of a gas-phase ion, C5H10N (charge +1).

Geometry as XYZ:
```
16
Properties=species:S:1:pos:R:3
H -1.10 -1.59 0.22
H 3.14 -1.31 -0.08
H -2.70 0.70 -0.45
C -1.48 -0.65 0.40
C -0.02 0.24 0.16
H -1.04 1.84 1.05
H -1.72 -0.35 1.47
C -0.17 1.56 0.47
H -2.87 -0.82 -1.24
H 2.69 0.27 0.86
C 1.13 -0.47 -0.25
N -2.52 -0.25 -0.41
H 0.87 -1.32 -0.95
H 0.39 2.35 -0.15
H 2.88 0.10 -1.01
C 2.51 -0.32 -0.10
```

The value obtained for the electronic energy is -6826.532 eV. Its HOMO energy (alpha / beta) is -13.477 / -13.476 eV. The multiplicity is 1. Its relative energy (zero: lowest compared OMol25 entry of this formula, charge and spin) is 3.6698 eV. For the frontier orbital gap (alpha / beta), the calculation gives 6.91 / 6.91 eV. The value obtained for the lowest unoccupied orbital energy (alpha / beta) is -6.570 / -6.570 eV. As for the charge: +1.

=====

Record 2
The following is a DFT calculation (ωB97M-V/def2-TZVPD) of a single C6H5NOS molecule.

Geometry as XYZ:
```
14
Properties=species:S:1:pos:R:3
H -1.89 1.18 1.08
C -0.90 -0.86 -0.30
H -0.70 2.39 0.48
C 2.16 -1.87 0.24
H -0.63 -3.05 -0.51
C 0.99 0.63 0.22
C -0.26 0.33 0.12
N 1.07 -2.06 -0.09
C -1.24 1.43 0.28
S 2.46 1.24 0.52
C -0.24 -2.06 -0.24
H -1.81 1.56 -0.63
O 2.91 1.84 -0.73
H -1.95 -0.73 -0.44
```

The value obtained for the electronic energy is -20670.890 eV. Its HOMO energy is -8.840 eV. The multiplicity is 1. Its relative energy (zero: lowest compared OMol25 entry of this formula, charge and spin) is 3.4224 eV. For the frontier orbital gap, the calculation gives 8.19 eV. The value obtained for the lowest unoccupied orbital energy is -0.652 eV. As for the charge: 0.